# 1
ORCA calculation (ωB97M-V with the def2-TZVPD basis set) on a molecular structure, C20H40F2K2O17PTl at a distorted geometry.

Energy above the lowest of the compared OMol25 structures with the same formula, charge and spin, kcal/mol: 989.7
Gap between HOMO and LUMO, eV: 2.703

The geometry in ORCA input format:
```
! wB97M-V def2-TZVPD RIJCOSX def2/J DEFGRID3
* xyz 4 1
Tl -0.5434 -1.4329 -3.4830
K -2.4561 3.3872 -2.6630
K 0.6826 3.7848 0.2309
O 0.5736 1.9702 -0.5884
P -0.4559 1.0546 -1.3163
O -0.0705 0.0008 -2.3709
F -1.6339 1.9405 -1.9737
F -1.1602 0.2391 -0.1443
C 2.9103 5.8120 0.2334
C 4.1964 5.0203 -0.1047
O 3.8129 3.8830 -0.8084
C 3.6592 2.7134 -0.1425
O 4.2413 2.3598 0.8852
O 2.8623 1.9848 -0.8019
C 2.5821 0.6430 -0.4787
H 2.5004 5.9539 -0.7665
H 3.1893 6.7715 0.6690
H 2.1513 5.2623 0.7901
H 4.7240 4.8186 0.8276
H 4.9196 5.4656 -0.7879
H 1.8476 0.4889 0.3117
H 3.3954 0.0106 -0.1226
H 2.2037 0.1321 -1.3641
C -6.0800 -3.2519 -1.1212
C -5.8664 -1.8984 -1.7879
O -4.5275 -1.7571 -2.2210
C -3.4995 -1.0668 -1.7436
O -2.3547 -1.0828 -2.2894
O -3.8999 -0.2834 -0.6690
C -3.1364 0.9416 -0.3500
H -5.6040 -3.9852 -1.7722
H -7.1357 -3.5163 -1.0593
H -5.6283 -3.2901 -0.1299
H -6.1559 -1.0110 -1.2250
H -6.5562 -1.8927 -2.6318
H -2.8693 1.4964 -1.2494
H -2.2136 0.7424 0.1948
H -3.6480 1.6313 0.3212
C -1.7544 -0.8828 1.8731
C -2.1322 -1.2998 0.4721
O -1.7718 -2.6952 0.3720
C -1.3000 -3.2115 -0.8164
O -1.2186 -2.5666 -1.8832
O -1.0579 -4.5967 -0.6186
C -0.6005 -5.3826 -1.7300
H -2.1493 -1.4552 2.7125
H -2.1303 0.1401 1.8955
H -0.6806 -0.8946 2.0596
H -1.6156 -0.7459 -0.3118
H -3.2104 -1.2928 0.3121
H -0.1690 -6.3062 -1.3442
H 0.2252 -4.9026 -2.2552
H -1.4388 -5.4873 -2.4188
C -0.4755 0.7026 1.8993
C -0.5376 1.9304 2.8442
O 0.6307 2.2379 3.5891
C 1.6383 2.7030 2.9334
O 1.5593 3.2206 1.8614
O 2.6601 2.7559 3.7565
C 3.8026 3.5066 3.5203
H 0.4286 0.5334 1.3143
H -1.2916 0.6334 1.1802
H -0.5701 -0.1954 2.5098
H -1.3423 1.7511 3.5572
H -0.8995 2.6707 2.1307
H 3.6506 4.5704 3.3376
H 4.3369 3.0712 2.6759
H 4.5117 3.4891 4.3479
C 2.4882 -4.4140 -0.7942
C 3.2394 -3.1190 -1.0342
O 2.3769 -2.0676 -0.5221
C 1.3434 -1.5700 -1.3439
O 1.1387 -1.9278 -2.5294
O 0.5918 -0.6792 -0.7235
C 0.6314 -0.4774 0.7045
H 1.6256 -4.4420 -1.4600
H 2.1491 -4.5934 0.2260
H 3.0176 -5.2724 -1.2077
H 3.3857 -2.9256 -2.0970
H 4.1959 -3.1530 -0.5125
H 1.5367 -0.2004 1.2447
H 0.4059 -1.4403 1.1628
H -0.1813 0.2407 0.8127
*
```

# 2
ORCA calculation (ωB97M-V with the def2-TZVPD basis set) on a molecular structure, C20H40NOP3PbS at a distorted geometry.

Energy above the lowest of the compared OMol25 structures with the same formula, charge and spin, kcal/mol: 34.6
Gap between HOMO and LUMO (spin up / spin down), eV: 2.344 / 3.901

The geometry in ORCA input format:
```
! wB97M-V def2-TZVPD RIJCOSX def2/J DEFGRID3
* xyz 4 1
Pb -0.5944 -0.3861 0.3372
P 1.2214 1.3443 1.9495
P -1.1642 2.3120 -0.4438
P 2.1313 -0.5979 -1.2471
H -0.4547 -4.8931 1.2598
C 0.6150 -5.1642 1.3263
C 1.5121 -4.5659 2.1666
H 1.1950 -3.7581 2.7915
C 0.3858 1.8249 3.4996
C 2.3635 2.7569 1.6506
C 2.3481 0.0377 2.5052
C -2.5989 2.7125 -1.4854
C -1.3921 3.5649 0.8894
C 0.2741 2.8943 -1.4864
C 2.9630 -2.1481 -0.7616
C 3.5588 0.5520 -1.3427
C 1.7823 -0.9146 -3.0385
H 0.9137 -6.1392 0.8217
H 2.4779 -4.9832 2.3138
H 0.0341 0.9240 4.0271
H -0.4774 2.4798 3.2865
H 1.1181 2.3616 4.1225
H 1.8035 3.6186 1.2564
H 3.1249 2.4509 0.9167
H 2.8455 3.0318 2.5962
H 1.7527 -0.8094 2.8562
H 2.9813 0.4029 3.3159
H 2.9834 -0.3100 1.6825
H -2.8866 3.8017 -1.2175
H -3.4018 1.9827 -1.1641
H -2.3434 2.5967 -2.5935
H -1.7455 4.5049 0.4026
H -0.4457 3.7401 1.4277
H -2.1487 3.2119 1.6138
H -0.0866 3.6427 -2.2043
H 0.7263 2.0412 -2.0183
H 1.0288 3.3320 -0.8268
H 3.4036 -2.6387 -1.6328
H 2.2448 -2.8359 -0.2970
H 3.7572 -1.9435 -0.0366
H 4.2239 0.3338 -2.1998
H 4.1641 0.5045 -0.4228
H 3.1887 1.5857 -1.4572
H 2.3819 -1.7700 -3.3966
H 2.0379 -0.0128 -3.6163
H 0.7155 -1.1573 -3.1848
C -2.2908 -1.0764 -1.9576
C -2.6482 -0.3127 -3.0749
C -2.3535 -0.8013 -4.3574
C -1.8940 -2.1226 -4.4813
C -1.6629 -2.9197 -3.3391
C -1.9329 -2.4218 -2.0847
O -2.4569 -0.5714 -0.6903
H -1.6418 0.8947 -0.5499
H -3.2195 0.6159 -2.8805
H -2.6050 -0.1694 -5.1935
H -1.7741 -2.5619 -5.4924
H -1.3196 -3.9601 -3.4142
H -1.8996 -3.0653 -1.1223
S -3.4331 1.1730 3.6746
C -2.7141 -0.2778 4.3351
C -2.0853 -1.0242 3.3705
N -2.2356 -0.4311 2.0908
C -2.9119 0.7164 2.1103
H -2.7449 -0.5547 5.4259
H -1.5012 -1.9066 3.4808
H -3.1936 1.2576 1.2087
*
```

# 3
ORCA calculation (ωB97M-V with the def2-TZVPD basis set) on a molecular structure, C20H40NP3S2Ti at a distorted geometry.

Gap between HOMO and LUMO (spin up / spin down), eV: 3.518 / 4.072

The geometry in ORCA input format:
```
! wB97M-V def2-TZVPD RIJCOSX def2/J DEFGRID3
* xyz 4 1
Ti 1.8875 -0.3734 0.5185
P 0.2680 1.3369 1.4886
P -4.1167 -1.5447 -0.3129
P 3.7140 1.2348 0.3212
H 1.4665 -1.3077 -1.9800
C 2.3165 -0.8799 -1.4313
C 3.0293 -1.6981 -0.4693
H 2.6684 -2.7231 -0.3191
C -0.5065 2.6148 0.4476
C -1.2024 0.7302 2.3805
C 1.0602 2.3004 2.8327
C -5.5073 -2.3480 -1.1203
C -4.0927 -1.8008 1.4593
C -4.0598 0.2065 -0.7114
C 5.1801 1.0290 -0.7497
C 4.4634 1.4528 1.9661
C 3.1758 2.9056 -0.1900
H 2.8918 -0.1671 -2.0369
H 4.1057 -1.5346 -0.3124
H -1.0019 3.3359 1.1157
H -1.2549 2.1504 -0.2097
H 0.2448 3.1234 -0.1695
H -1.6036 1.5738 2.9645
H -0.9400 -0.0914 3.0591
H -1.9595 0.3739 1.6689
H 0.2512 2.8577 3.3283
H 1.8079 3.0050 2.4467
H 1.5417 1.6377 3.5660
H -6.2185 -2.6834 -0.3490
H -5.1489 -3.1998 -1.7231
H -5.9937 -1.6358 -1.8019
H -4.7337 -1.0367 1.9261
H -3.0586 -1.7482 1.8339
H -4.4802 -2.8095 1.6659
H -4.9294 0.4492 -1.3411
H -3.1515 0.4472 -1.2852
H -4.0907 0.7982 0.2166
H 5.9131 1.8197 -0.5255
H 4.9135 1.0797 -1.8118
H 5.6461 0.0566 -0.5665
H 5.4616 1.8902 1.8322
H 4.5694 0.4816 2.4664
H 3.8706 2.1117 2.6117
H 4.0159 3.4541 -0.6399
H 2.8009 3.4775 0.6666
H 2.3793 2.8123 -0.9398
C -1.4087 -1.1644 -2.5935
C -0.9510 0.1606 -2.7153
C -1.1085 0.8372 -3.9197
C -1.6903 0.1884 -5.0125
C -2.1315 -1.1350 -4.8960
C -1.9824 -1.8157 -3.6985
S -1.2351 -2.0729 -1.1254
H -2.5993 -2.1435 -0.8226
H -0.4381 0.6206 -1.8709
H -0.7611 1.8680 -4.0203
H -1.8158 0.7214 -5.9537
H -2.6197 -1.6506 -5.7201
H -2.2454 -2.8653 -3.5920
S -0.2335 -2.6164 2.9470
C 0.7253 -1.6780 4.0538
C 1.9253 -1.3112 3.4964
N 1.9957 -1.5576 2.1295
C 0.8890 -2.2681 1.6484
H 0.3519 -1.4130 5.0354
H 2.7734 -0.8389 3.9780
H 0.9668 -3.0299 0.8653
*
```

# 4
ORCA calculation (ωB97M-V with the def2-TZVPD basis set) on 5 unconnected molecules or ions with the total composition C20H40O11 at a distorted geometry.

Energy above the lowest of the compared OMol25 structures with the same formula, charge and spin, kcal/mol: 0.0
Gap between HOMO and LUMO, eV: 10.071
SMILES: CCOC(=O)OC.CCOC(=O)OC.CCOC(=O)OC.C1CCOC1.C1CCOC1

The geometry in ORCA input format:
```
! wB97M-V def2-TZVPD RIJCOSX def2/J DEFGRID3
* xyz 0 1
C -13.4156 0.3739 6.4294
C -12.3123 -0.5026 5.9170
O -12.6522 -1.1456 4.6815
C -13.5291 -2.1433 4.7940
O -14.0349 -2.5212 5.8234
O -13.7615 -2.6418 3.5953
C -14.7086 -3.7123 3.5557
H -14.2791 -0.2229 6.7118
H -13.7432 1.1223 5.7073
H -13.0722 0.8797 7.3348
H -12.1046 -1.2688 6.6648
H -11.4078 0.0673 5.7311
H -15.6653 -3.4081 3.9861
H -14.3354 -4.5678 4.1155
H -14.8641 -3.9389 2.5078
C -24.3916 -9.1172 4.7747
C -23.7002 -10.2478 5.5224
O -23.1743 -9.8039 6.7694
C -21.8808 -9.4713 6.7856
O -21.0772 -9.6796 5.9142
O -21.6585 -8.8326 7.9301
C -20.3172 -8.4306 8.1852
H -25.1670 -8.7081 5.4261
H -24.8353 -9.5322 3.8704
H -23.7270 -8.2990 4.5018
H -22.9169 -10.7154 4.9242
H -24.4166 -11.0495 5.7067
H -20.2160 -7.3539 8.1007
H -19.6043 -8.9744 7.5762
H -20.0912 -8.6807 9.2271
C -22.9147 0.0269 5.1462
C -21.6622 -0.6753 4.6898
O -20.6081 -0.2730 5.5837
C -19.4470 -0.8927 5.3953
O -19.2477 -1.8179 4.6540
O -18.5386 -0.3473 6.2040
C -17.2610 -0.9545 6.1245
H -23.0702 -0.1579 6.2087
H -23.7808 -0.3413 4.5951
H -22.8530 1.1044 5.0015
H -21.3658 -0.3917 3.6801
H -21.7492 -1.7590 4.7410
H -16.7710 -0.7348 5.1716
H -17.2947 -2.0393 6.1981
H -16.6593 -0.5290 6.9205
C -17.4570 -4.2093 8.0692
C -16.8515 -4.9620 6.8764
C -16.6612 -6.3411 7.4688
O -17.7253 -6.5603 8.3831
C -18.1962 -5.3134 8.8493
H -18.1398 -3.4063 7.7952
H -16.6643 -3.7327 8.6536
H -15.9272 -4.5088 6.5197
H -17.5673 -4.9402 6.0472
H -15.7100 -6.3423 8.0291
H -16.6028 -7.1729 6.7694
H -18.0426 -5.2164 9.9258
H -19.2647 -5.2249 8.6313
C -16.3558 -7.4878 11.5320
C -15.2977 -8.0376 12.4929
C -15.9579 -7.9150 13.8707
O -17.1259 -7.1035 13.7013
C -17.1261 -6.5332 12.4137
H -16.9821 -8.2963 11.1605
H -15.8976 -6.9778 10.6836
H -14.3657 -7.4705 12.4656
H -15.0112 -9.0550 12.2213
H -15.2928 -7.3704 14.5467
H -16.2348 -8.8798 14.2886
H -16.7189 -5.5107 12.4039
H -18.1764 -6.4070 12.1289
*
```

# 5
ORCA calculation (ωB97M-V with the def2-TZVPD basis set) on a molecular structure, C20H40O40S10 at a distorted geometry.

Energy above the lowest of the compared OMol25 structures with the same formula, charge and spin, kcal/mol: 217.4
Gap between HOMO and LUMO, eV: 10.858

The geometry in ORCA input format:
```
! wB97M-V def2-TZVPD RIJCOSX def2/J DEFGRID3
* xyz 0 1
C 1.2725 -1.1231 -20.1803
C 2.3667 -2.1722 -20.1233
O 1.6107 -3.2631 -20.5918
S 0.6825 -2.9251 -21.9494
O -0.6096 -3.5333 -21.8730
O 1.5723 -2.8978 -23.0991
O 0.6189 -1.3831 -21.4189
H 1.7418 -0.1394 -20.1686
H 0.6709 -1.3681 -19.3050
H 2.8171 -2.2486 -19.1336
H 3.0735 -1.8920 -20.9044
C 3.2038 4.7418 -16.2949
C 1.8456 4.3042 -16.5028
O 1.9417 2.9901 -16.0419
S 2.7538 2.9830 -14.6394
O 3.2508 1.6545 -14.2978
O 1.9265 3.6348 -13.6230
O 3.8314 3.9682 -15.3452
H 3.1040 5.7535 -15.9017
H 3.8459 4.8285 -17.1714
H 1.5728 4.1467 -17.5462
H 1.0382 4.8510 -16.0157
C 9.3548 5.1620 -12.2731
C 10.2760 6.1088 -13.1696
O 11.4843 6.2481 -12.4693
S 11.4010 5.9188 -10.9374
O 10.7680 6.9833 -10.0987
O 12.6821 5.3807 -10.5801
O 10.2250 4.7749 -11.2633
H 8.9709 4.2180 -12.6597
H 8.5068 5.8059 -12.0398
H 10.0024 7.1180 -13.4772
H 10.4735 5.6263 -14.1269
C 8.9962 3.0288 -21.1683
C 9.0823 4.1985 -20.1889
O 8.5265 3.8395 -18.9028
S 8.1518 2.2075 -18.8707
O 6.6833 1.8922 -19.0741
O 8.7519 1.6052 -17.7015
O 9.0384 1.9360 -20.2854
H 9.8447 2.8009 -21.8135
H 8.1092 2.8767 -21.7831
H 8.4836 5.0524 -20.5058
H 10.1301 4.4979 -20.2109
C 3.3689 11.6640 -19.5214
C 3.1970 10.4320 -20.4667
O 4.3918 9.7229 -20.2453
S 5.5838 10.7309 -19.7016
O 5.9858 11.6489 -20.7218
O 6.6748 10.0026 -19.0031
O 4.4589 11.4727 -18.6947
H 2.5448 11.8271 -18.8268
H 3.4331 12.4973 -20.2212
H 2.9782 10.5734 -21.5251
H 2.4613 9.8649 -19.8964
C 11.3813 11.0068 -25.2242
C 12.5368 10.6316 -26.1295
O 12.3930 9.2821 -26.5503
S 11.3124 8.4194 -25.6176
O 11.9729 7.3972 -24.8156
O 10.0822 8.0355 -26.3470
O 10.9324 9.7783 -24.7553
H 10.6199 11.3955 -25.9004
H 11.5432 11.6636 -24.3694
H 13.4844 10.6537 -25.5914
H 12.6530 11.1862 -27.0606
C 6.9012 -1.0843 -28.2322
C 6.6305 -0.6008 -26.8378
O 7.5128 0.4449 -26.6383
S 8.9376 0.2686 -27.5530
O 10.0986 -0.2998 -26.8230
O 9.2021 1.4454 -28.4064
O 8.2080 -0.9203 -28.4581
H 6.1687 -0.5011 -28.7904
H 6.8088 -2.1466 -28.4582
H 6.7031 -1.3459 -26.0456
H 5.7269 0.0038 -26.7585
C 17.4205 8.1860 -21.6410
C 18.3511 7.6578 -20.5563
O 17.9530 6.2523 -20.4802
S 16.3740 5.9104 -20.7462
O 15.6254 5.9273 -19.4720
O 16.2713 4.7546 -21.6170
O 16.3211 7.3860 -21.6583
H 17.8049 7.8639 -22.6088
H 17.1487 9.2404 -21.5909
H 18.0254 7.9997 -19.5739
H 19.4243 7.7356 -20.7307
C 10.4735 -5.4236 -17.9273
C 9.2851 -4.5959 -17.4708
O 9.1849 -3.6069 -18.4879
S 9.2768 -4.4448 -19.9956
O 10.0656 -3.7532 -20.9719
O 7.9491 -4.9968 -20.2754
O 10.2788 -5.6448 -19.3403
H 10.6745 -6.3168 -17.3359
H 11.2673 -4.7080 -17.7132
H 9.4715 -4.1093 -16.5134
H 8.3538 -5.1442 -17.3291
C 15.6316 -0.0023 -14.5584
C 14.3054 -0.2528 -15.1965
O 13.8895 -1.5940 -14.9136
S 15.2120 -2.3955 -14.3409
O 16.0034 -2.7443 -15.5073
O 14.8590 -3.4272 -13.3697
O 15.6748 -1.0146 -13.6062
H 15.5087 0.8926 -13.9483
H 16.5566 0.0811 -15.1288
H 14.2380 -0.0039 -16.2555
H 13.6068 0.5004 -14.8322
*
```

# 6
ORCA calculation (ωB97M-V with the def2-TZVPD basis set) on 3 unconnected molecules or ions with the total composition C20H41BF9N4O4S at a distorted geometry.

Gap between HOMO and LUMO, eV: 3.756

The geometry in ORCA input format:
```
! wB97M-V def2-TZVPD RIJCOSX def2/J DEFGRID3
* xyz -1 1
C 3.8118 -2.2242 -4.5145
C 3.2445 -0.6847 -4.1891
O 4.0275 0.1242 -3.4698
O 1.9394 -0.3509 -4.7787
C 1.0952 0.4189 -3.8052
C 0.5766 -0.5547 -2.5901
B -1.0581 -0.6864 -2.4505
N -1.5147 -1.4851 -3.6972
C -1.8833 0.7332 -2.5118
C -1.9644 1.5645 -1.1030
C -0.5405 2.3198 -0.6833
C -0.6929 2.6496 0.9489
N -0.4024 1.3455 1.6670
C -1.5386 -1.6435 -1.1593
C -0.5327 -2.9205 -0.8940
C -1.3295 -4.0524 0.0451
C -0.4447 -5.4301 -0.0332
C -0.3914 -6.2668 1.4153
F -0.8642 -7.6542 1.0386
F -1.4035 -5.7826 2.3967
C 1.1154 -6.4667 2.0052
F 1.0792 -7.7221 2.8450
F 2.0854 -6.7900 0.8929
S 1.7870 -5.1140 3.0872
F 2.8600 -6.2973 3.7997
F 3.0406 -4.8651 1.8976
F 0.8221 -3.8789 2.4078
F 0.7184 -5.4233 4.3887
F 2.5343 -3.9132 4.0653
H 3.6016 -2.9734 -3.6344
H 4.9342 -2.2182 -4.8709
H 3.1827 -2.6254 -5.4430
H 1.7113 1.3227 -3.3307
H 0.2486 0.9057 -4.4497
H 1.1373 -0.2487 -1.6096
H 0.9745 -1.6476 -2.8606
H -1.0334 -2.4096 -3.6043
H -2.5403 -1.6985 -3.5855
H -3.0085 0.4485 -2.7925
H -1.5326 1.4835 -3.3384
H -2.4201 0.9642 -0.1970
H -2.7292 2.4613 -1.2953
H 0.4037 1.6417 -0.8124
H -0.4022 3.3529 -1.2481
H -1.8309 2.9058 1.1566
H 0.0256 3.5379 1.2783
H 0.5686 1.3205 2.0493
H -0.4558 0.5293 1.0090
H -1.6049 -1.0540 -0.1512
H -2.5964 -2.1176 -1.4446
H 0.3288 -2.5055 -0.1790
H -0.0661 -3.3833 -1.8663
H -1.3855 -3.5635 1.1191
H -2.4580 -4.1937 -0.3014
H 0.6337 -5.1203 -0.4086
H -0.8921 -6.1358 -0.8816
C -3.0928 2.0277 3.3172
O -3.7886 2.2417 2.3325
N -3.4043 2.3886 4.6113
C -2.5243 2.0977 5.7237
C -4.6502 3.0804 4.8673
H -2.1243 1.5078 3.2351
H -3.0584 1.4688 6.4419
H -2.2363 3.0382 6.2021
H -1.6242 1.5750 5.3888
H -5.4815 2.4516 4.5346
H -4.6635 4.0133 4.2960
H -4.7581 3.2997 5.9330
C 2.1413 4.9029 -0.2233
O 0.9552 4.7333 0.0299
N 2.6637 5.9580 -0.9413
C 4.0830 6.0857 -1.1979
C 1.7660 6.9708 -1.4557
H 2.9101 4.1917 0.1205
H 4.4368 7.0269 -0.7673
H 4.2477 6.0916 -2.2793
H 4.6405 5.2562 -0.7545
H 1.2287 7.4283 -0.6195
H 1.0404 6.4975 -2.1240
H 2.3218 7.7388 -2.0003
*
```

| no. | molecular weight (g mol⁻¹) |
| --- | --- |
| 1 | 904.07 |
| 2 | 642.74 |
| 3 | 499.47 |
| 4 | 456.53 |
| 5 | 1241.17 |
| 6 | 615.43 |